Below is a structure of composition C17H18N4O6S5V in a non-equilibrium geometry, with properties calculated with the ωB97M-V functional and the def2-TZVPD basis.

ORCA input file:
```
! RIJCOSX wB97M-V def2-TZVPD def2/J DEFGRID3
* xyz 3 1
V -0.76031 -0.20699 0.34523
S 0.82527 -1.55889 1.48355
S -2.56795 -0.53393 4.57760
S -3.53847 -3.64795 -0.91572
S -1.29282 2.27844 0.27905
S 0.14301 0.66958 -2.47679
O 1.27569 0.20266 -3.18132
O -2.09866 1.04354 -0.16356
O 0.20265 -0.29461 -1.03546
O -0.12927 1.47333 0.90828
O -1.94541 3.17521 1.13766
O -1.19119 0.51030 -2.91866
N 3.50222 -1.63308 1.42121
N -1.62263 -0.52696 2.24976
N 2.66571 -1.88022 -0.57980
N -2.03535 -1.81865 -0.07452
C -2.87665 -2.16747 0.98946
C -0.45963 1.07746 3.84560
C 1.09792 4.47610 -2.79074
C -0.57478 4.42139 -1.06237
C 2.41530 -1.67093 0.68857
C -1.46667 0.04253 3.45172
C -2.64817 -1.47185 2.25377
C -1.58440 -2.53827 -2.47588
C -3.27110 -1.59440 3.43890
C 4.13066 -1.96638 -0.83277
C -3.76297 -3.13124 0.69486
C 0.22996 5.13803 -1.95656
C -0.52790 3.04389 -1.06851
C 4.71927 -1.85620 0.59287
C 0.33544 2.34655 -1.96954
C 1.15097 3.07296 -2.81064
C -2.29476 -2.55517 -1.16101
H -0.50824 -2.64857 -2.33403
H 0.17960 6.21848 -1.96759
H 1.97813 -1.83441 -1.31311
H 0.42401 1.04990 3.21590
H 4.43398 -1.14692 -1.47920
H -1.78080 -1.61646 -3.01736
H 1.73634 5.03535 -3.46210
H 1.79210 2.56324 -3.51784
H 5.21121 -2.76982 0.91570
H -4.08886 -2.24789 3.70161
H 3.50583 -1.58132 2.42838
H -0.90188 2.07385 3.77545
H -0.15915 0.92233 4.88020
H 4.36489 -2.91024 -1.31637
H -1.92477 -3.36904 -3.09046
H -1.20638 4.93865 -0.35138
H -4.50546 -3.57427 1.34025
H 5.40443 -1.02162 0.70769
*
```

Output
Molecular weight = 585.63 g/mol
Relative energy (zero: lowest compared OMol25 entry of this formula, charge and spin) = 0.459 eV
HOMO-LUMO gap = 4.76 eV

Below is a structure of composition C17H18N7O6S2Sr, with properties calculated with the ωB97M-V functional and the def2-TZVPD basis.

ORCA input file:
```
! RIJCOSX wB97M-V def2-TZVPD def2/J DEFGRID3
* xyz -1 1
Sr -0.56184 -0.99086 1.70891
S -1.58634 1.39229 3.10200
S 1.17991 0.29173 3.67177
O 2.19713 -7.01617 -1.76902
O -1.31290 -3.41209 1.97801
O 1.35791 -8.96971 -1.45286
O -1.55083 -0.08217 -0.46649
O -1.63096 1.16138 -2.27758
O 0.40338 -3.11913 0.58640
N 3.14408 3.47870 3.42179
N -1.91835 4.80223 -2.91712
N 0.93412 0.82908 0.28601
N -0.80749 5.00389 2.84324
N 0.24624 5.14040 -2.16743
N -0.33795 3.26747 -3.51037
N 1.40260 -7.77027 -1.24668
C -0.19078 4.05683 3.08497
C 0.85695 3.96681 -0.05695
C -0.62878 4.36304 -2.88471
C -1.39233 -7.51523 1.19823
C -0.45462 -3.83445 1.16008
C 0.42938 -7.20029 -0.29712
C -0.46087 -5.31681 0.85196
C 0.63188 2.91871 3.31810
C -0.26679 2.93997 -0.15858
C 1.32878 4.52041 -1.39905
C 0.45940 -5.84217 -0.04349
C -0.47982 -8.05342 0.30656
C -1.06536 0.80477 -1.14081
C -1.38207 -6.15344 1.46886
C 0.10260 1.61780 3.38306
C 0.18011 1.58155 -0.71559
C 2.02602 3.18972 3.39881
H 2.09835 5.27561 -1.23900
H -1.09135 3.33604 -0.75355
H 1.71932 3.55272 0.47488
H -0.18915 5.90495 -1.67255
H -2.08323 -5.71062 2.16323
H 0.50178 4.79241 0.56456
H 1.78990 3.74765 -2.01411
H -2.52167 4.40980 -3.61640
H 0.66233 3.10866 -3.51339
H 0.78152 1.72124 -1.61828
H -0.45964 -9.10726 0.07383
H 1.05302 1.38520 1.12839
H -0.69276 2.75763 0.83240
H -2.20280 5.64204 -2.44988
H -2.11231 -8.16109 1.68317
H 1.17715 -5.19345 -0.52241
H -1.14504 1.89891 -2.75120
H 1.86218 0.58903 -0.03460
*
```

Output
Molecular weight = 568.13 g/mol
Relative energy (zero: lowest compared OMol25 entry of this formula, charge and spin) = 0.421 eV
HOMO-LUMO gap = 6.35 eV

Below is an isolated molecule of C17H18O3S in a non-equilibrium geometry, with properties calculated with the ωB97M-V functional and the def2-TZVPD basis.

ORCA input file:
```
! RIJCOSX wB97M-V def2-TZVPD def2/J DEFGRID3
* xyz 0 1
S 0.24839 1.10014 0.47818
O -0.00885 2.34385 -0.19464
O -1.62798 -3.51163 0.73700
O -0.02534 1.01651 1.88606
C -2.86335 0.04667 0.87428
C -2.71712 0.87941 -1.36898
C -4.74101 1.16839 -0.11814
C -4.16106 0.51834 0.95798
C -0.36622 -1.53943 0.28950
C -1.27250 -2.70616 -0.08173
C 3.97657 -0.41375 0.92568
C 3.84962 0.55308 -1.26542
C 4.57971 -0.12872 -0.29541
C -2.13168 0.21528 -0.29606
C 1.96373 0.63878 0.19445
C -1.66002 -2.78818 -1.53313
C 6.00128 -0.51954 -0.55365
C 2.66950 -0.03289 1.17369
C 2.54288 0.93678 -1.02443
C -0.71106 -0.22867 -0.39047
C -4.01421 1.35083 -1.28211
H -5.75342 1.53716 -0.04817
H 6.66153 0.31168 -0.30542
H -2.10573 -3.75703 -1.74262
H -0.35529 -0.18318 -1.41989
H 4.31223 0.78633 -2.21317
H 1.96970 1.48294 -1.75728
H -4.71983 0.38169 1.87156
H -0.79636 -2.62805 -2.17322
H -4.45595 1.86422 -2.12322
H 0.65611 -1.82881 0.02428
H 2.18964 -0.23299 2.11854
H -0.39680 -1.40583 1.37290
H 4.53620 -0.93576 1.68768
H -2.39305 -2.01100 -1.74401
H 6.28878 -1.37158 0.05690
H -2.41941 -0.44248 1.72566
H -2.14915 1.03158 -2.27571
H 6.15307 -0.76480 -1.60204
*
```

Output
Structure (SMILES) = CC(=O)C[C@@H](c1ccccc1)S(=O)(=O)c1ccc(C)cc1
Molecular weight = 302.39 g/mol
Relative energy (zero: lowest compared OMol25 entry of this formula, charge and spin) = 0.000 eV
HOMO-LUMO gap = 9.73 eV

Below is a structure of composition C17H19AuF4IN3 in a non-equilibrium geometry, with properties calculated with the ωB97M-V functional and the def2-TZVPD basis.

ORCA input file:
```
! RIJCOSX wB97M-V def2-TZVPD def2/J DEFGRID3
* xyz 2 1
Au -0.07438 -0.67716 -0.58848
I -1.90310 -2.08298 1.63407
F -0.64559 2.22729 -0.55463
F -1.99222 4.32819 0.38245
F 1.24418 1.58312 3.76829
F -0.04830 3.72865 4.61509
N 0.88460 0.68244 1.05136
N 1.93853 -1.43239 -0.43323
N -2.17251 -0.34734 -0.74495
C -0.20592 3.34181 3.36458
C -4.30072 -0.88237 0.20116
C -1.21211 3.64265 1.19921
C -0.53640 2.55324 0.72492
C 2.90967 -0.54028 -1.12657
C 0.46341 2.22765 2.92395
C -2.78379 0.37584 -1.69881
C -1.05322 4.05250 2.52097
C 0.92757 -3.20192 -1.96618
C 2.14858 -1.42940 1.03327
C 2.00770 -2.83977 -0.95648
C 0.31973 1.75562 1.56653
C -2.92466 -0.96188 0.18363
C 2.63827 -0.35962 -2.60979
C 1.95787 -0.06532 1.67812
C -4.15569 0.50355 -1.75109
C -4.92469 -0.13252 -0.78855
H -1.57642 4.92738 2.88830
H -4.87002 -1.39718 0.96103
H 1.63790 0.04701 -2.78550
H 2.75252 -1.28438 -3.17332
H -2.14349 0.85216 -2.42844
H -0.07589 -3.13172 -1.53183
H 2.87889 0.43350 -0.64116
H -4.60952 1.08983 -2.53707
H 3.14839 -1.80079 1.27606
H 1.06396 -4.24291 -2.26194
H 3.35988 0.35344 -3.00673
H -6.00389 -0.05222 -0.80455
H 1.93556 -3.51608 -0.10621
H 2.85789 0.55087 1.56924
H 3.91002 -0.95855 -0.98016
H 0.97428 -2.59337 -2.86843
H 1.42632 -2.12384 1.46067
H 1.83555 -0.22144 2.74773
H 2.99124 -2.98133 -1.40650
*
```

Output
Molecular weight = 665.22 g/mol
Relative energy (zero: lowest compared OMol25 entry of this formula, charge and spin) = 0.000 eV
HOMO-LUMO gap = 4.78 eV